(1)
ORCA calculation (the ωB97M-V functional and the def2-TZVPD basis) on one molecule with the formula C4H3NO2 in a non-equilibrium geometry.

Properties
- HOMO-LUMO gap: 9.24 eV
- SMILES string: C=C(C#N)OC=O
- Net charge: 0
- Lowest unoccupied orbital energy: -1.2 eV

CARTESIAN COORDINATES (ANGSTROEM)
C 0.179 -1.541 -0.204
C -0.269 -0.295 -0.161
C -1.339 0.247 -0.906
N -2.124 0.727 -1.598
O -0.118 0.545 1.331
C 0.731 1.388 0.852
O 1.593 2.045 1.327
H -0.365 -2.276 -0.778
H 0.947 -1.899 0.464
H 0.765 1.060 -0.328

=====

(2)
ORCA calculation (the ωB97M-V functional and the def2-TZVPD basis) on an isolated ion of composition C5H12NO and charge -1 in a non-equilibrium geometry.

Properties
- HOMO-LUMO gap: 6.48 eV
- SMILES string: C[C@@H](C[O-])N(C)C
- Net charge: -1
- Lowest unoccupied orbital energy: 4.0 eV

CARTESIAN COORDINATES (ANGSTROEM)
C -0.044 1.022 1.404
C 0.098 0.801 -0.122
C 1.555 1.072 -0.593
O 2.539 0.252 -0.243
N -0.394 -0.567 -0.483
C 0.494 -1.696 -0.250
C -1.798 -0.741 -0.401
H 0.748 0.533 1.966
H -1.005 0.567 1.649
H -0.031 2.103 1.573
H -0.565 1.513 -0.631
H 1.633 2.172 -0.342
H 1.456 1.152 -1.738
H 0.357 -2.079 0.783
H 0.166 -2.489 -0.937
H 1.512 -1.310 -0.411
H -2.309 -0.732 0.584
H -2.049 -1.662 -0.943
H -2.362 0.089 -0.865

=====

(3)
ORCA calculation (the ωB97M-V functional and the def2-TZVPD basis) on a 2-piece molecular cluster, C2H5O overall in a non-equilibrium geometry.

Properties
- HOMO-LUMO gap: 7.27 eV
- Net charge: -1
- Lowest unoccupied orbital energy: 5.2 eV

CARTESIAN COORDINATES (ANGSTROEM)
C 0.736 -0.912 -0.194
O -0.591 -0.778 -0.066
C 1.830 -0.211 0.430
H -3.603 1.554 -0.365
H 1.544 0.593 1.142
H -3.648 2.234 -0.636
H 1.061 -1.643 -0.986
H 2.670 -0.837 0.675

=====

(4)
ORCA calculation (the ωB97M-V functional and the def2-TZVPD basis) on a 9-piece molecular cluster, C30H62N8O10 overall in a non-equilibrium geometry.

Properties
- HOMO-LUMO gap: 9.02 eV
- SMILES string: Oc1ccc(O)cc1.CNC(C)=O.CNC(C)=O.CNC(C)=O.CNC(C)=O.CNC(C)=O.CNC(C)=O.CNC(C)=O.CNC(C)=O
- Net charge: 0
- Lowest unoccupied orbital energy: 0.4 eV

CARTESIAN COORDINATES (ANGSTROEM)
O -24.065 -7.416 4.344
C -23.849 -8.740 4.267
C -23.881 -9.559 5.367
C -23.612 -10.920 5.248
C -23.170 -11.411 4.052
O -22.658 -12.718 4.116
C -23.055 -10.610 2.968
C -23.390 -9.244 3.068
H -24.107 -7.137 5.254
H -24.326 -9.257 6.311
H -23.627 -11.542 6.168
H -22.628 -13.187 3.272
H -22.750 -10.910 1.988
H -23.399 -8.619 2.186
C -20.200 -11.587 6.397
N -20.672 -10.740 7.521
C -19.834 -10.251 8.447
C -20.438 -9.218 9.338
O -18.684 -10.570 8.558
H -20.952 -12.332 6.140
H -19.245 -12.043 6.567
H -20.049 -10.897 5.589
H -21.587 -10.376 7.450
H -20.548 -8.277 8.853
H -19.802 -9.124 10.209
H -21.416 -9.563 9.776
C -15.319 -11.065 5.429
N -14.346 -12.076 5.686
C -14.746 -13.338 5.992
C -13.619 -14.244 6.410
O -15.896 -13.737 5.914
H -16.278 -11.384 5.847
H -15.477 -11.080 4.340
H -14.953 -10.097 5.666
H -13.358 -11.845 5.878
H -13.464 -14.291 7.475
H -12.756 -13.932 5.779
H -13.852 -15.274 6.110
C -15.419 -8.217 2.416
N -16.300 -7.601 1.438
C -17.263 -6.748 1.827
C -18.189 -6.266 0.776
O -17.362 -6.461 3.050
H -15.213 -7.481 3.210
H -14.470 -8.479 1.968
H -15.803 -9.117 2.881
H -16.108 -7.658 0.444
H -19.187 -6.045 1.100
H -18.255 -7.009 -0.006
H -17.699 -5.414 0.344
C -20.782 -5.123 4.314
N -21.759 -5.411 5.342
C -21.989 -6.635 5.855
C -21.044 -7.717 5.596
O -22.916 -6.729 6.589
H -20.763 -5.937 3.583
H -19.763 -5.064 4.653
H -21.009 -4.231 3.768
H -22.488 -4.773 5.577
H -20.906 -8.060 4.537
H -21.404 -8.615 6.070
H -20.085 -7.474 6.031
C -18.314 -14.697 7.816
N -17.896 -15.428 6.660
C -18.668 -16.117 5.817
C -20.098 -16.397 6.101
O -18.189 -16.509 4.785
H -17.427 -14.203 8.232
H -18.852 -15.284 8.598
H -19.012 -13.905 7.576
H -16.990 -15.152 6.326
H -20.691 -15.520 5.842
H -20.218 -16.533 7.169
H -20.321 -17.309 5.620
C -16.006 -9.809 -1.526
N -16.202 -11.085 -0.940
C -17.450 -11.675 -1.111
C -17.695 -12.988 -0.466
O -18.320 -11.144 -1.792
H -15.129 -9.296 -1.139
H -16.937 -9.151 -1.326
H -15.899 -9.752 -2.598
H -15.651 -11.313 -0.115
H -18.667 -13.328 -0.799
H -17.782 -12.863 0.622
H -16.929 -13.730 -0.621
C -15.025 -14.839 2.531
N -16.360 -15.529 2.514
C -16.793 -16.175 1.426
C -18.104 -16.939 1.571
O -16.241 -16.058 0.339
H -14.644 -14.923 1.545
H -14.383 -15.368 3.254
H -15.130 -13.806 2.947
H -16.849 -15.713 3.399
H -18.151 -17.503 0.653
H -18.874 -16.105 1.495
H -18.172 -17.591 2.454
C -18.293 -13.133 3.821
N -19.017 -11.992 3.167
C -18.282 -11.039 2.460
C -19.047 -9.772 2.112
O -17.099 -11.198 2.302
H -18.847 -14.101 3.821
H -17.937 -12.895 4.824
H -17.383 -13.299 3.209
H -19.966 -11.790 3.459
H -18.788 -9.425 1.089
H -18.691 -9.002 2.814
H -20.147 -9.792 2.256

=====

(5)
ORCA calculation (the ωB97M-V functional and the def2-TZVPD basis) on one molecule with the formula C2H4N2OS in a non-equilibrium geometry.

Properties
- HOMO-LUMO gap: 9.68 eV
- SMILES string: [H]/N=C1/NOCS1
- Net charge: 0
- Lowest unoccupied orbital energy: 0.6 eV

CARTESIAN COORDINATES (ANGSTROEM)
H 2.558 -0.770 -0.259
N 2.229 0.170 -0.079
C 0.945 0.106 0.026
N 0.125 1.123 0.235
O -1.158 0.838 -0.264
C -1.409 -0.548 0.054
S 0.186 -1.444 -0.012
H 0.457 2.016 -0.106
H -1.778 -0.553 1.120
H -2.154 -0.938 -0.714

=====

(6)
ORCA calculation (the ωB97M-V functional and the def2-TZVPD basis) on C21H24N4ORuSb as an isolated structure in a non-equilibrium geometry.

Properties
- HOMO-LUMO gap (spin up / spin down): 7.17 / 7.96 eV
- 2S+1: 2
- Net charge: +2
- Lowest unoccupied orbital energy (spin up / spin down): -7.8 / -6.9 eV

CARTESIAN COORDINATES (ANGSTROEM)
Ru 0.385 -0.274 0.422
C -0.640 -2.807 2.076
C -1.871 -2.327 1.375
C -3.120 -2.933 1.479
C -4.186 -2.404 0.769
C -3.995 -1.278 -0.018
C -2.725 -0.728 -0.068
N -1.718 -1.247 0.606
Sb -2.437 1.066 -1.338
C -1.376 2.140 0.291
C -1.467 3.519 0.346
C -0.982 4.153 1.484
C -0.478 3.395 2.528
C -0.424 2.010 2.399
C 0.053 1.102 3.485
N -0.855 1.430 1.273
C -0.706 0.134 -2.366
C -0.389 0.489 -3.665
C 0.598 -0.248 -4.310
C 1.183 -1.324 -3.661
C 0.825 -1.607 -2.348
C 1.389 -2.742 -1.556
N -0.097 -0.853 -1.738
H -0.856 -3.637 2.741
H -0.210 -1.985 2.667
H 0.101 -3.145 1.342
H -3.248 -3.804 2.103
H -5.159 -2.868 0.826
H -4.806 -0.842 -0.581
H -1.902 4.072 -0.475
H -1.013 5.229 1.560
H -0.120 3.861 3.434
H 0.686 1.630 4.194
H 0.607 0.250 3.048
H -0.805 0.701 4.031
H -0.884 1.318 -4.149
H 0.902 0.012 -5.313
H 1.913 -1.939 -4.163
H 2.324 -3.095 -1.981
H 0.682 -3.574 -1.554
H 1.550 -2.428 -0.507
N 3.186 2.534 -1.566
C 2.517 1.588 -0.915
O 1.280 1.634 -0.826
C 3.308 0.437 -0.324
C 2.621 -0.218 0.868
H 2.677 3.304 -1.980
H 4.192 2.544 -1.634
H 4.305 0.786 -0.027
H 3.464 -0.286 -1.133
H 2.652 0.440 1.746
H 3.071 -1.188 1.102

=====

(7)
ORCA calculation (the ωB97M-V functional and the def2-TZVPD basis) on one molecule with the formula C2H4S2 in a non-equilibrium geometry.

Properties
- HOMO-LUMO gap: 8.56 eV
- SMILES string: CC1SS1
- Net charge: 0
- Lowest unoccupied orbital energy: 0.3 eV

CARTESIAN COORDINATES (ANGSTROEM)
C -0.058 0.497 0.853
C 0.136 -0.090 -0.725
S 0.212 -1.816 -0.974
S -1.304 -0.646 -1.638
H -0.444 -0.349 1.558
H -0.528 1.485 1.061
H 0.988 0.550 0.982
H 0.998 0.368 -1.117

=====

(8)
ORCA calculation (the ωB97M-V functional and the def2-TZVPD basis) on a 4-piece molecular cluster, C16H26O10 overall in a non-equilibrium geometry.

Properties
- HOMO-LUMO gap (spin up / spin down): 9.89 / 3.65 eV
- 2S+1: 2
- Net charge: +1
- Lowest unoccupied orbital energy (spin up / spin down): -3.0 / -9.2 eV

CARTESIAN COORDINATES (ANGSTROEM)
C -2.255 0.511 -2.452
C -2.354 -1.000 -2.218
C -1.123 -1.164 -1.477
O -0.201 -0.207 -1.742
C -0.728 0.931 -2.413
H -2.826 0.976 -1.649
H -2.693 0.897 -3.372
H -2.294 -1.440 -3.214
H -3.219 -1.256 -1.607
H -0.747 -2.184 -1.554
H -1.496 -0.981 -0.469
H -0.323 1.006 -3.422
H -0.696 1.847 -1.823
C 4.115 -0.873 -4.544
C 3.528 -0.805 -3.118
C 2.772 -2.062 -2.784
O 3.547 -2.665 -1.731
C 4.500 -1.853 -1.394
O 5.372 -2.117 -0.537
O 4.561 -0.844 -2.204
H 4.947 -0.173 -4.475
H 3.499 -0.564 -5.388
H 4.503 -1.883 -4.679
H 2.952 0.119 -3.178
H 2.577 -2.658 -3.675
H 1.749 -1.805 -2.509
C -3.337 3.539 4.711
C -2.945 2.431 3.662
C -4.050 1.961 2.728
O -3.316 1.772 1.580
C -2.214 2.444 1.623
O -1.453 2.518 0.714
O -2.014 2.958 2.767
H -4.020 4.255 4.252
H -2.551 4.029 5.285
H -3.812 2.956 5.500
H -2.435 1.597 4.144
H -4.861 2.682 2.631
H -4.438 0.971 2.967
C 1.445 0.350 2.724
C 0.607 -0.659 1.829
C 1.398 -1.453 0.818
O 1.221 -2.797 1.110
C 0.514 -2.881 2.310
O 0.205 -3.913 2.773
O 0.082 -1.701 2.659
H 1.507 1.307 2.206
H 2.456 0.044 2.991
H 0.788 0.384 3.593
H -0.138 -0.012 1.366
H 2.442 -1.164 0.941
H 1.250 -1.371 -0.259

=====

| no. | E_tot (a.u.) |
| --- | --- |
| 1 | -359.3172 |
| 2 | -327.6552 |
| 3 | -154.3786 |
| 4 | -2370.8548 |
| 5 | -661.4592 |
| 6 | -1443.4331 |
| 7 | -874.9218 |
| 8 | -1377.2564 |